a:
C31H37CdN6O2 | the ωB97M-V functional and the def2-TZVPD basis

Its total charge is -1. The LUMO energy is 2.3 eV. For the HOMO energy, the calculation gives -1.5770 eV.

Element x y z (Å)
1 Cd 1.345 1.872 0.188
2 C 4.380 2.077 -2.140
3 O 3.464 1.383 -1.329
4 C 3.401 -0.002 -1.498
5 C 3.957 -0.643 -2.581
6 C 3.863 -2.041 -2.715
7 C 3.195 -2.749 -1.726
8 C 2.614 -2.116 -0.632
9 C 2.685 -0.709 -0.471
10 N 2.127 -0.007 0.510
11 N 1.287 -0.738 1.384
12 C 0.762 -0.103 2.470
13 C 0.730 1.293 2.879
14 O 1.362 2.319 2.254
15 C -0.051 1.658 3.995
16 C -0.803 0.801 4.765
17 C -0.784 -0.567 4.439
18 C -1.551 -1.517 5.169
19 C -1.541 -2.846 4.857
20 C -0.729 -3.304 3.789
21 C 0.018 -2.412 3.068
22 C 0.006 -1.014 3.342
23 H 5.368 1.613 -2.103
24 H 4.448 3.090 -1.746
25 H 4.056 2.118 -3.186
26 H 4.471 -0.075 -3.346
27 H 4.310 -2.538 -3.567
28 H 3.115 -3.830 -1.808
29 H 2.084 -2.671 0.130
30 H -0.037 2.719 4.229
31 H -1.395 1.162 5.599
32 H -2.160 -1.154 5.993
33 H -2.140 -3.546 5.428
34 H -0.693 -4.360 3.547
35 H 0.639 -2.749 2.249
36 C -1.232 1.292 -2.105
37 C -1.575 0.724 -0.716
38 N -1.116 1.630 0.327
39 C -1.702 2.967 0.359
40 C -0.661 4.091 0.464
41 N 0.428 3.976 -0.537
42 C 0.034 4.099 -1.946
43 C 0.499 2.916 -2.812
44 N 0.179 1.646 -2.189
45 H -1.841 2.174 -2.330
46 H -1.507 0.529 -2.839
47 H -0.233 -0.582 0.289
48 H -2.665 0.594 -0.686
49 H -1.134 1.188 1.245
50 H -2.366 3.078 1.219
51 H -2.325 3.109 -0.525
52 H -0.185 4.027 1.445
53 H -1.187 5.048 0.377
54 H 1.163 4.626 -0.300
55 H 0.425 5.023 -2.375
56 H -1.054 4.177 -1.994
57 H 1.585 2.962 -2.919
58 H 0.064 3.041 -3.813
59 H 0.744 0.881 -2.533
60 C 0.022 -2.231 -2.649
61 C -1.202 -2.560 -1.826
62 C -1.927 -3.721 -2.092
63 C -3.037 -4.059 -1.333
64 C -3.426 -3.240 -0.283
65 C -2.724 -2.074 0.012
66 C -3.141 -1.211 1.175
67 C -1.618 -1.727 -0.778
68 N -0.887 -0.534 -0.510
69 H 0.480 -3.145 -3.031
70 H 0.770 -1.698 -2.064
71 H -0.238 -1.612 -3.516
72 H -1.598 -4.375 -2.893
73 H -3.586 -4.971 -1.544
74 H -4.273 -3.515 0.338
75 H -3.794 -1.765 1.851
76 H -3.685 -0.318 0.845
77 H -2.280 -0.873 1.753


b:
C31H37CdN6O2 | the ωB97M-V functional and the def2-TZVPD basis

Its total charge is -1. The LUMO energy is 1.7 eV. For the HOMO energy, the calculation gives -1.8817 eV.

Element x y z (Å)
1 Cd 0.597 -0.262 -0.608
2 C -0.361 2.663 -2.202
3 O -0.955 1.718 -1.313
4 C -2.223 1.294 -1.579
5 C -3.161 2.138 -2.151
6 C -4.462 1.710 -2.371
7 C -4.823 0.422 -2.006
8 C -3.889 -0.428 -1.449
9 C -2.561 -0.034 -1.231
10 N -1.565 -0.888 -0.743
11 N -2.017 -2.040 -0.404
12 C -1.264 -3.072 0.014
13 C 0.180 -3.207 -0.032
14 O 0.954 -2.417 -0.634
15 C 0.763 -4.358 0.610
16 C 0.025 -5.366 1.122
17 C -1.401 -5.340 1.059
18 C -2.170 -6.426 1.516
19 C -3.540 -6.400 1.462
20 C -4.184 -5.267 0.950
21 C -3.451 -4.198 0.493
22 C -2.042 -4.201 0.519
23 H -0.713 2.518 -3.225
24 H -0.576 3.689 -1.882
25 H 0.713 2.457 -2.166
26 H -2.879 3.148 -2.417
27 H -5.179 2.380 -2.826
28 H -5.837 0.078 -2.168
29 H -4.156 -1.441 -1.189
30 H 1.846 -4.394 0.637
31 H 0.514 -6.215 1.586
32 H -1.653 -7.295 1.907
33 H -4.119 -7.247 1.809
34 H -5.266 -5.233 0.921
35 H -3.948 -3.328 0.092
36 C 2.908 0.845 1.741
37 C 2.012 1.988 1.193
38 N 0.601 1.680 1.353
39 C 0.096 1.577 2.707
40 C -0.946 0.449 2.842
41 N -0.494 -0.796 2.259
42 C 0.442 -1.596 3.022
43 C 1.916 -1.108 2.926
44 N 2.259 -0.451 1.679
45 H 3.828 0.848 1.154
46 H 3.187 1.063 2.777
47 H 2.308 2.928 1.689
48 H 2.198 2.076 0.118
49 H 0.023 2.275 0.776
50 H 0.932 1.361 3.372
51 H -0.354 2.514 3.060
52 H -1.194 0.339 3.912
53 H -1.857 0.750 2.318
54 H -1.282 -1.359 1.974
55 H 0.175 -1.643 4.092
56 H 0.387 -2.606 2.626
57 H 2.101 -0.402 3.737
58 H 2.558 -1.977 3.123
59 H 2.659 -1.068 0.988
60 C 0.282 -0.663 -3.838
61 C 1.677 -0.163 -4.090
62 C 2.201 -0.250 -5.368
63 C 3.483 0.189 -5.687
64 C 4.258 0.734 -4.663
65 C 3.780 0.857 -3.375
66 C 4.640 1.433 -2.289
67 C 2.442 0.426 -3.005
68 N 2.022 0.652 -1.772
69 H -0.141 -1.093 -4.749
70 H -0.386 0.142 -3.506
71 H 0.276 -1.436 -3.063
72 H 1.583 -0.677 -6.156
73 H 3.868 0.103 -6.697
74 H 5.268 1.073 -4.886
75 H 5.616 1.737 -2.680
76 H 4.789 0.698 -1.490
77 H 4.153 2.297 -1.826


Need the numbers? Relative energies in kJ/mol: a 0.0; b 84.1.


a:
C5H15NO2 | the ωB97M-V functional and the def2-TZVPD basis

Its total charge is +1. The LUMO energy (alpha / beta) is -2.8 / -7.7 eV. The spin multiplicity is 2. For the HOMO energy (alpha / beta), the calculation gives -14.7439 / -14.7574 eV.

Element x y z (Å)
1 C -1.605 -0.435 -0.075
2 N -0.669 -0.297 0.983
3 C 0.254 0.773 0.936
4 C 1.335 0.721 -0.230
5 C 2.440 1.707 0.130
6 O 1.786 -0.597 -0.499
7 C -3.040 -0.217 0.504
8 H -1.564 0.093 -1.047
9 H -1.552 -1.376 -0.654
10 H -0.323 -1.190 1.355
11 H 0.836 0.886 1.848
12 H -0.268 1.709 0.709
13 H 0.796 1.000 -1.149
14 H 2.336 2.596 -0.488
15 H 3.435 1.301 -0.046
16 H 2.471 2.004 1.181
17 H 2.423 -0.621 -1.250
18 H -3.199 0.829 0.814
19 H -3.706 -0.367 -0.332
20 H -3.229 -0.742 1.439
21 H 0.649 -1.920 -1.000
22 H 0.314 -3.152 -1.963
23 O 0.080 -2.705 -1.166


b:
C5H15NO2 | the ωB97M-V functional and the def2-TZVPD basis

Its total charge is +1. The LUMO energy (alpha / beta) is -2.9 / -7.5 eV. The spin multiplicity is 2. For the HOMO energy (alpha / beta), the calculation gives -13.7162 / -13.7162 eV.

Element x y z (Å)
1 C -0.783 0.971 -0.881
2 C -1.733 -0.176 -1.192
3 O -2.258 -0.674 0.052
4 C 0.327 0.499 0.043
5 N 1.528 1.313 0.106
6 C 2.313 0.927 1.299
7 C 1.416 2.737 -0.039
8 H -1.333 1.770 -0.385
9 H -0.378 1.342 -1.833
10 H -1.194 -1.027 -1.601
11 H -2.564 0.152 -1.821
12 H -3.025 -0.142 0.287
13 H -0.105 0.186 1.002
14 H 0.717 -0.437 -0.388
15 H 3.275 1.427 1.247
16 H 1.744 1.279 2.163
17 H 2.389 -0.156 1.331
18 H 0.381 3.000 -0.212
19 H 1.756 3.288 0.832
20 H 1.951 3.083 -0.922
21 H 0.157 -5.047 0.628
22 H -0.676 -4.092 -0.252
23 O -0.742 -4.746 0.451


Need the numbers? Relative energies in kJ/mol: a 11.7; b 0.0.


a:
C4H6N3 | the ωB97M-V functional and the def2-TZVPD basis

Its total charge is +1. The LUMO energy is -5.8 eV. For the HOMO energy, the calculation gives -15.6905 eV.

Element x y z (Å)
1 C -1.077 0.791 -0.106
2 C 0.219 -1.029 -0.084
3 C -1.184 -0.770 0.103
4 C 1.180 0.531 -0.054
5 N 0.017 1.381 -0.047
6 N 0.992 -0.542 0.914
7 N 1.005 -0.514 -1.074
8 H -1.855 1.488 -0.146
9 H -1.471 -0.962 1.273
10 H -1.893 -1.133 -0.615
11 H 2.387 1.299 0.030
12 H 0.775 -0.283 1.855
13 H 0.905 -0.257 -2.049


b:
C4H6N3 | the ωB97M-V functional and the def2-TZVPD basis

Its total charge is +1. The LUMO energy is -3.6 eV. For the HOMO energy, the calculation gives -13.2398 eV. As for the structure (SMILES): C[NH+]=C=NN1C=C1.

Element x y z (Å)
1 C 0.895 2.164 1.434
2 N 1.206 1.259 0.383
3 C 0.481 0.257 0.015
4 N -0.249 -0.523 -0.501
5 N -1.107 -1.448 -0.464
6 C -1.660 -1.839 -1.752
7 C -1.113 -2.807 -1.024
8 H 1.641 1.983 2.207
9 H -0.189 2.036 1.510
10 H 0.924 3.288 1.167
11 H 2.168 1.040 0.369
12 H -2.150 -1.593 -2.669
13 H -0.849 -3.815 -0.673


c:
C4H6N3 | the ωB97M-V functional and the def2-TZVPD basis

Its total charge is +1. The LUMO energy is -4.9 eV. For the HOMO energy, the calculation gives -13.7732 eV. As for the structure (SMILES): C#[N+]/N=C\NC=C.

Element x y z (Å)
1 C 2.961 -0.639 -0.528
2 N 2.553 0.320 -0.023
3 N 2.116 1.403 0.516
4 C 0.828 1.619 0.787
5 N -0.341 1.055 0.364
6 C -0.493 -0.159 -0.302
7 C -1.514 -0.951 -0.083
8 H 3.207 -1.528 -1.086
9 H 0.874 2.492 1.510
10 H -1.276 1.231 0.808
11 H 0.308 -0.543 -0.845
12 H -1.659 -1.802 -0.591
13 H -2.396 -0.622 0.551


Need the numbers? Relative energies in kJ/mol: a 109.2; b 259.9; c 0.0.


a:
C3H4BrNO2 | the ωB97M-V functional and the def2-TZVPD basis

The LUMO energy is 0.5 eV. For the HOMO energy, the calculation gives -9.1872 eV. As for the structure (SMILES): [O-]/[N+](O)=C\Br.C#C.

Element x y z (Å)
1 O -0.563 1.850 0.821
2 N -0.291 1.124 -0.122
3 O 1.007 1.415 -0.588
4 C -0.950 0.202 -0.687
5 Br -2.693 -0.246 -0.007
6 H 1.248 2.305 -0.269
7 H -0.785 -0.380 -1.486
8 C 1.278 -1.323 0.364
9 C 0.337 -1.828 0.913
10 H 1.884 -0.943 -0.471
11 H -0.471 -2.176 1.530


b:
C3H4BrNO2 | the ωB97M-V functional and the def2-TZVPD basis

The LUMO energy is 0.0 eV. For the HOMO energy, the calculation gives -10.4589 eV. As for the structure (SMILES): C=C[C@@H](Br)[N+](=O)[O-].

Element x y z (Å)
1 C 1.087 0.962 1.050
2 C -0.125 0.496 0.779
3 C -0.406 -0.939 -0.075
4 Br -2.083 -1.622 0.450
5 N -0.354 -0.275 -1.414
6 O -1.388 -0.336 -1.996
7 O 0.632 0.217 -1.938
8 H 1.435 1.886 1.344
9 H 1.953 0.282 0.748
10 H -1.164 0.945 0.921
11 H 0.413 -1.617 0.130


Need the numbers? Relative energies in kJ/mol: a 163.8; b 0.0.


a:
C3H5N2O | the ωB97M-V functional and the def2-TZVPD basis

Its total charge is +1. The LUMO energy is -4.9 eV. For the HOMO energy, the calculation gives -17.0735 eV.

Element x y z (Å)
1 C 0.625 -0.754 -0.517
2 C 0.364 0.932 -1.567
3 C -0.735 -0.225 1.495
4 N 1.059 -0.128 -1.583
5 N -0.222 -0.060 0.172
6 O -0.400 1.058 -0.525
7 H 1.109 -1.718 -0.313
8 H 0.462 1.687 -2.286
9 H -1.771 0.154 1.489
10 H -0.544 -1.272 1.579
11 H 0.053 0.326 2.056


b:
C3H5N2O | the ωB97M-V functional and the def2-TZVPD basis

Its total charge is +1. The LUMO energy is -5.2 eV. For the HOMO energy, the calculation gives -15.9981 eV.

Element x y z (Å)
1 C 0.469 -0.310 -0.023
2 C -1.488 -0.161 -0.016
3 C 1.874 -0.044 -0.028
4 N -0.298 -1.199 0.503
5 N -2.730 -0.159 -0.030
6 O -0.501 0.748 -0.342
7 H 2.181 0.575 -0.752
8 H 2.417 -0.967 -0.087
9 H 2.271 0.379 0.959
10 H -3.366 -0.935 0.168
11 H -3.286 0.776 -0.254


Need the numbers? Relative energies in kJ/mol: a 0.0; b 39.7.


a:
C3H4BrNO3 | the ωB97M-V functional and the def2-TZVPD basis

The LUMO energy (alpha / beta) is -1.1 / -1.3 eV. For the HOMO energy (alpha / beta), the calculation gives -9.0309 / -8.8847 eV.

Element x y z (Å)
1 C -0.543 1.531 0.446
2 C -0.123 -0.178 -1.068
3 C 1.498 -0.882 0.694
4 N 0.759 -1.065 -0.241
5 O -0.080 2.416 1.109
6 O -0.099 1.165 -0.696
7 O -1.600 0.894 0.961
8 Br 0.526 -3.150 -1.278
9 H 0.238 -0.163 -2.047
10 H -1.028 -0.633 -0.955
11 H 2.239 -1.338 1.268
12 H -1.787 1.403 1.808


b:
C3H4BrNO3 | the ωB97M-V functional and the def2-TZVPD basis

The LUMO energy is -0.7 eV. For the HOMO energy, the calculation gives -10.2959 eV. As for the structure (SMILES): O=C(O)OBr.CC#N.

Element x y z (Å)
1 O -2.797 -2.825 1.426
2 C -2.725 -1.666 1.176
3 O -3.609 -0.734 1.623
4 O -1.736 -1.138 0.379
5 Br -0.558 -0.126 1.391
6 H -4.054 -0.321 0.868
7 C 2.772 1.091 -1.595
8 C 2.214 1.221 -0.258
9 N 1.755 1.325 0.791
10 H 2.147 1.626 -2.307
11 H 3.777 1.507 -1.618
12 H 2.813 0.040 -1.875


Need the numbers? Relative energies in kJ/mol: a 102.2; b 0.0.